# 1
The following is a DFT calculation (the ωB97M-V functional and the def2-TZVPD basis) of a molecular structure, C13H41BaN5O6 in a non-equilibrium geometry.

Positions of all 66 atoms, in Å:
1 H 1.67347 3.90597 1.64207
2 H -2.54432 -4.66972 0.80039
3 O 0.38411 -1.54865 -1.83922
4 H 3.78966 2.66859 0.59106
5 H -0.87582 -2.48896 1.26682
6 H -3.26423 -1.89199 -0.05557
7 N 1.65006 1.30889 -4.53988
8 H -0.76201 3.83283 -1.49000
9 H -0.89936 2.73483 4.53865
10 H -5.05414 -0.56252 3.30610
11 O -0.58639 3.32879 -0.69544
12 H 4.09934 -2.65539 -0.45276
13 H -2.72015 -2.83950 2.76497
14 H -0.82039 -2.56705 -0.34192
15 C 2.90165 2.56899 -0.03315
16 C 1.62770 2.85297 1.91992
17 H 0.12333 4.07713 4.13139
18 N 2.06983 -0.90858 0.41885
19 O -2.65529 0.42033 -1.57423
20 O 1.84515 2.05334 0.74833
21 H 2.23139 -1.94186 -2.81802
22 H 1.99886 1.85516 -5.31450
23 H -0.51498 -3.26617 -2.65748
24 H 1.80067 3.51261 -4.17035
25 H 0.05637 -2.04159 -3.83774
26 H 2.65142 -0.08272 -1.32580
27 C -2.95685 -3.89783 0.15071
28 H -6.28356 -1.89883 3.10708
29 H 1.68605 0.29963 -4.52560
30 H 2.02905 -1.82476 0.84200
31 H -4.75255 -2.09816 4.03171
32 H -4.03822 -3.95719 0.02736
33 C 0.25500 2.40463 2.62035
34 H 1.85959 -2.96614 -1.66249
35 H 1.43135 3.53641 -2.43722
36 H 2.47561 2.48948 2.50044
37 H -0.63798 3.97100 0.01247
38 C -3.14192 -2.10637 2.07741
39 Ba -0.38658 0.64952 -0.05555
40 O 0.85974 1.20442 -2.45154
41 C -0.39404 -2.20165 -2.85813
42 C 4.04328 -1.69004 -0.95580
43 C 2.60301 -1.09460 -0.92348
44 H -2.84256 -0.16062 -2.31156
45 H -1.36617 -1.71090 -2.81092
46 H 2.77079 -0.47109 0.99967
47 H 3.05236 1.81625 -0.80695
48 N 1.43181 3.07743 -3.33690
49 C 1.75492 -1.89560 -1.83877
50 H 2.63962 3.52399 -0.48858
51 H 4.36613 -1.95183 -1.96345
52 O -4.51210 -2.13121 2.00639
53 H 1.28606 0.85253 3.16084
54 H -0.25266 0.59198 3.39672
55 N 0.38689 0.98263 2.71963
56 H -3.26124 1.15285 -1.68595
57 C 0.03046 2.99555 4.03314
58 H 4.72285 -1.06082 -0.38103
59 H -2.58631 -3.93085 -0.87385
60 N -1.26854 -2.08897 0.42666
61 H -2.80909 -1.07693 2.21006
62 H -0.58108 2.70121 1.98703
63 C 1.28654 1.84407 -3.39556
64 C -2.71726 -2.52624 0.64202
65 C -5.22920 -1.62981 3.17058
66 H 0.84088 2.62114 4.65856

Properties
frontier orbital gap = 9.23 eV
largest force on an atom = 0.14534 hartree/bohr
HOMO level = -14.3676 eV
net charge = +2
LUMO = -5.14 eV


# 2
The following is a DFT calculation (the ωB97M-V functional and the def2-TZVPD basis) of 7 unconnected molecules or ions with the total composition C13H41N7O7 in a non-equilibrium geometry.

Positions of all 68 atoms, in Å:
1 H 1.89712 -20.32368 24.21588
2 O -2.80745 -22.30953 18.51876
3 H 3.73147 -21.01095 22.94465
4 H -2.28026 -22.69216 23.48493
5 C 1.75044 -24.48245 25.44238
6 H 1.09506 -24.41153 23.54517
7 C -0.66068 -21.67311 22.79931
8 H 2.50096 -19.10960 26.31040
9 H 0.90494 -22.98350 26.58608
10 O 0.09953 -22.64956 22.78193
11 H -7.39262 -17.53647 24.48350
12 C 3.52489 -20.89385 20.01009
13 H -3.16917 -17.94809 22.20962
14 H -3.79046 -16.39959 20.52034
15 C 2.78295 -22.22864 20.04972
16 C -5.24954 -18.92511 24.75676
17 N -0.93716 -21.34463 19.36643
18 H -1.21744 -21.69639 20.26009
19 H 2.82598 -18.14844 24.84161
20 H -1.91504 -18.70222 19.74926
21 H 0.70226 -20.34071 22.11647
22 H -2.05982 -21.43919 16.35071
23 H 3.40785 -20.42286 19.03331
24 H 1.84606 -22.12186 19.49626
25 H -5.57468 -18.31562 22.78929
26 H 1.82189 -25.95060 23.97057
27 O 3.81976 -20.19234 23.44875
28 N 1.47038 -25.04986 24.22617
29 N -4.12065 -17.06373 23.60161
30 C 3.09801 -19.04237 25.40184
31 C -6.57377 -16.90710 24.10834
32 H 3.17332 -21.19207 25.14272
33 H 3.12671 -20.27943 20.81452
34 H -0.51344 -20.85173 16.84426
35 N -1.93527 -21.77912 23.25196
36 H -4.35344 -19.52643 24.61796
37 H -3.89284 -16.63451 24.49885
38 C -7.59397 -16.61456 21.98337
39 H -0.85611 -19.65569 22.27834
40 O 2.43156 -25.00399 26.30724
41 H 0.63429 -22.87351 24.85209
42 H -5.23527 -18.55453 25.79304
43 O 2.54987 -22.52742 21.42753
44 H 4.58804 -21.06584 20.17808
45 H -6.12195 -19.58378 24.77523
46 C 2.93794 -20.29696 24.56625
47 H -4.37289 -16.22894 23.06143
48 O -2.50833 -18.48181 21.72777
49 C -1.77417 -21.69190 18.32292
50 H 3.37523 -23.05974 19.66399
51 H -3.32546 -16.87952 18.87424
52 C -5.38753 -17.80784 23.73985
53 H -7.67605 -15.84579 21.21523
54 H -8.59186 -16.99337 22.21380
55 O -6.97397 -16.01893 23.10030
56 C -2.27151 -17.94405 20.44913
57 H -1.45472 -17.20374 20.48065
58 H -0.11191 -20.82292 19.14350
59 H 1.66232 -22.88246 21.56725
60 H -2.56111 -20.99388 23.28159
61 H 4.15188 -18.93559 25.67314
62 H -4.33210 -17.94964 19.82864
63 C -3.50185 -17.24060 19.88846
64 N 1.05449 -23.31366 25.65405
65 H -6.96057 -17.39238 21.54635
66 H -6.22998 -16.29139 24.94502
67 N -0.23942 -20.43629 22.45987
68 N -1.38663 -21.28503 17.07769

Properties
SMILES = COC[C@H](C)N.NC(N)=O.NC(N)=O.NC(N)=O.CCO.CCO.CCO
energy relative to the best compared isomer or geometry (same formula, charge and spin) = 0.0000 eV
frontier orbital gap = 9.43 eV
largest force on an atom = 0.03159 hartree/bohr
HOMO level = -9.1612 eV
net charge = 0
LUMO = 0.27 eV


# 3
The following is a DFT calculation (the ωB97M-V functional and the def2-TZVPD basis) of 8 unconnected molecules or ions with the total composition C13H42O9 in a non-equilibrium geometry.

Positions of all 64 atoms, in Å:
1 H 13.12372 2.98490 11.33292
2 H 11.73356 -2.06271 9.33751
3 H 11.87281 3.35158 14.93230
4 H 14.26393 -0.81202 12.37928
5 H 11.89830 -0.68160 10.36692
6 O 12.62081 0.10663 14.84233
7 O 9.36860 0.41493 12.18341
8 O 11.40711 5.23410 13.39377
9 C 15.26949 -1.20010 12.21700
10 H 9.62129 2.36997 11.31682
11 H 14.43984 -0.60083 15.42123
12 H 16.21406 3.55926 14.99773
13 H 14.69100 -3.55389 11.57280
14 C 16.37795 4.28024 14.19684
15 C 17.85415 4.55894 14.29353
16 H 16.93709 -3.12660 11.77565
17 H 13.24250 -0.67559 16.71174
18 C 18.09286 5.32966 15.66099
19 H 15.10414 -2.22359 14.07143
20 H 15.47920 -1.36356 11.15992
21 O 18.15989 5.42725 13.30773
22 H 18.45847 3.65447 14.22399
23 H 11.63903 3.82269 7.41555
24 O 11.23962 4.57869 7.85206
25 H 15.71925 5.13779 14.33408
26 O 10.17493 -1.80663 10.66234
27 H 11.62570 6.05558 9.23269
28 C 16.71350 -3.10923 12.84232
29 H 10.61275 1.17093 10.53592
30 O 12.59085 2.62498 13.32984
31 H 12.75355 1.35182 11.60618
32 C 10.19399 4.99725 14.17078
33 H 13.00810 5.72787 8.26451
34 H 16.02490 -0.47154 12.51135
35 O 11.44395 3.60986 15.75143
36 H 9.89025 -1.09253 11.23733
37 C 13.61007 -0.06756 15.88513
38 H 9.78985 4.76642 16.27369
39 H 8.45338 0.55034 12.43960
40 H 13.96667 0.88844 16.26857
41 H 12.26751 -0.78127 14.75063
42 H 8.90196 1.19786 10.34566
43 H 17.63151 4.90289 16.55156
44 H 12.62486 1.77735 13.77924
45 H 12.51744 4.50556 9.41111
46 O 14.37043 -3.28709 12.43747
47 H 19.13091 5.27350 15.98868
48 C 12.13659 5.24744 8.70921
49 H 11.81724 4.38375 13.21971
50 C 15.32817 -2.46391 13.03213
51 H 17.53092 -2.63068 13.38170
52 C 9.68653 1.30482 11.09474
53 H 14.23175 1.91808 12.20953
54 C 11.50781 -1.69889 10.33989
55 H 11.26241 5.65047 15.87007
56 H 17.86055 6.39392 15.62239
57 H 12.01090 -2.30731 11.09144
58 C 13.18906 2.21786 12.10459
59 C 10.65114 4.78751 15.60597
60 H 17.42979 6.04000 13.19337
61 H 16.68915 -4.09951 13.29712
62 H 9.53081 5.85244 14.04062
63 H 9.64130 4.14032 13.78566
64 H 16.12076 3.73637 13.28791

Properties
SMILES = CC(C)O.CC(C)O.OCCO.CO.CO.CO.CO.CO
energy relative to the best compared isomer or geometry (same formula, charge and spin) = 0.3436 eV
frontier orbital gap = 10.22 eV
largest force on an atom = 0.06961 hartree/bohr
HOMO level = -9.7698 eV
net charge = 0
LUMO = 0.45 eV


# 4
The following is a DFT calculation (the ωB97M-V functional and the def2-TZVPD basis) of a molecular structure, C13H43O8 in a non-equilibrium geometry.

Positions of all 64 atoms, in Å:
1 H -3.29320 3.13978 0.11118
2 H -2.96917 -3.47719 0.72144
3 C 1.17717 -1.07104 2.03205
4 H 1.76700 1.71568 -3.22834
5 C 1.80788 -1.66920 0.83335
6 H 1.24327 -1.74903 -1.04581
7 C 2.35059 -3.14019 0.94315
8 H 0.02635 -1.69969 0.76540
9 H 2.37783 0.53197 0.47077
10 H -0.31443 3.68138 1.13345
11 C 2.12520 2.36952 -2.43317
12 H -0.63401 -4.48307 -1.34226
13 O -1.29367 2.42603 -0.14404
14 C 0.66179 3.31383 1.44964
15 H -0.46680 -4.54417 0.37404
16 H 0.39250 -1.68015 2.48079
17 H -2.34412 2.63679 1.53274
18 O -1.66486 0.37061 1.50552
19 O 0.60431 1.98515 1.96262
20 H -0.80190 -0.79015 -3.09450
21 H 1.11260 3.94401 2.21628
22 H 3.36230 0.37935 -0.90160
23 C 2.33564 0.60815 -0.61574
24 C 1.78752 1.95467 -1.02947
25 H -3.47308 -0.54226 0.86629
26 H 0.05210 2.75231 -1.10662
27 H -2.07735 0.86596 2.21691
28 H -0.54386 1.05742 1.13152
29 H -1.11177 -1.94979 -1.10169
30 H 0.38883 -1.19758 -1.92687
31 C -1.27777 -2.62087 -0.25897
32 O 0.85429 -1.58932 -0.18281
33 H 1.75475 -0.22746 -1.00618
34 H 0.41098 1.24231 -0.12992
35 H 0.74319 -0.09724 1.80525
36 O -0.89306 -1.94256 0.89692
37 H 1.67586 3.34070 -2.64055
38 O -0.96294 0.20579 -1.22826
39 C -2.65517 0.05355 0.46114
40 O 0.41288 1.88905 -0.89162
41 H 1.83596 -0.85817 2.87396
42 C -2.29321 3.08790 0.54178
43 H 3.08459 -3.30556 1.73183
44 H 2.78633 -3.51672 0.01769
45 H -1.52521 0.89771 -1.58422
46 H -3.41516 -2.01148 -0.08511
47 C -2.81076 -2.91166 -0.19682
48 H 3.19584 2.39193 -2.63647
49 H -2.03641 -0.60106 -0.15263
50 C -0.39474 -3.86597 -0.47622
51 H -3.05503 0.89852 -0.09942
52 H -3.24239 -3.46962 -1.02776
53 H -0.89352 3.03892 -0.76520
54 C -0.21252 -0.36153 -2.28394
55 H 0.41560 0.39057 -2.76132
56 H -0.07077 1.93765 2.64353
57 H 2.64683 -1.03613 0.54437
58 H 1.58724 -3.86368 1.22940
59 O -0.00357 0.61841 0.47049
60 H -0.56633 -0.01846 0.02405
61 H 2.28138 2.68944 -0.39361
62 H -1.93876 4.10446 0.71233
63 H 0.65607 -3.57842 -0.51093
64 H 1.32083 3.34990 0.58219

Properties
energy relative to the best compared isomer or geometry (same formula, charge and spin) = 18.5933 eV
frontier orbital gap = 8.92 eV
largest force on an atom = 0.29109 hartree/bohr
HOMO level = -11.9974 eV
net charge = +1
LUMO = -3.08 eV